A molecular structure, C22H45N2P3SSeYb. Source: OMol25; level of theory: the ωB97M-V functional and the def2-TZVPD basis.

Each line ends with the Mulliken spin population.
Geometry (Å):
Yb 0.02 -0.52 -0.05  0.01
P 2.71 -0.05 0.67  0.06
P 0.96 1.92 -1.99  0.00
P -0.11 -1.47 2.61  0.00
H -1.82 -0.04 -3.53  0.00
C -2.64 -0.47 -2.90  0.00
C -3.53 0.23 -2.19  0.00
H -3.73 1.29 -2.37  0.00
C 3.31 -1.41 -0.38  0.02
C 3.87 1.25 0.18  0.00
C 3.36 -0.65 2.27  0.00
C -0.43 2.49 -3.05  0.00
C 1.98 3.47 -2.00  0.00
C 1.89 0.96 -3.27  0.00
C -1.95 -1.41 2.53  0.00
C 0.04 -1.37 4.42  0.00
C 0.24 -3.26 2.33  0.00
H -2.64 -1.57 -2.84  0.00
H -4.10 -0.24 -1.37  0.00
H 4.38 -1.51 -0.15  0.00
H 3.18 -1.18 -1.44  0.00
H 2.79 -2.35 -0.17  0.00
H 4.87 0.94 0.53  0.00
H 3.57 2.21 0.63  0.00
H 3.87 1.36 -0.92  0.00
H 4.45 -0.71 2.16  0.00
H 2.95 -1.64 2.53  0.00
H 3.07 0.04 3.07  0.00
H -0.06 2.67 -4.07  0.00
H -0.81 3.44 -2.64  0.00
H -1.25 1.75 -3.05  0.00
H 2.58 3.48 -2.92  0.00
H 2.64 3.46 -1.11  0.00
H 1.30 4.33 -1.97  0.00
H 1.92 1.57 -4.19  0.00
H 1.38 0.00 -3.45  0.00
H 2.91 0.76 -2.91  0.00
H -2.33 -2.40 2.86  0.00
H -2.38 -1.16 1.53  0.00
H -2.31 -0.62 3.23  0.00
H -0.40 -2.26 4.88  0.00
H -0.49 -0.48 4.79  0.00
H 1.08 -1.29 4.74  0.00
H -0.45 -3.92 2.90  0.00
H 1.28 -3.53 2.57  0.00
H 0.16 -3.55 1.27  0.00
C -2.97 -4.80 -1.02  0.00
C -2.48 -6.10 -1.23  0.00
C -3.30 -7.15 -1.70  0.00
C -4.65 -6.94 -2.03  0.00
C -5.15 -5.63 -1.88  0.00
C -4.34 -4.57 -1.41  0.00
S -2.20 -3.64 0.10  0.00
H -1.08 -2.36 -0.08  0.00
H -1.47 -6.30 -0.88  0.00
H -2.92 -8.17 -1.78  0.00
H -5.30 -7.77 -2.39  0.00
H -6.22 -5.46 -2.09  0.00
H -4.76 -3.58 -1.19  0.00
C 3.03 4.58 2.17  0.00
N 1.72 4.84 1.60  0.05
C 1.35 6.00 0.95  0.07
C 0.08 5.83 0.49  0.08
N -0.32 4.58 0.92  0.05
C -1.54 3.91 0.55  0.00
C 0.69 3.93 1.57  -0.09
Se 0.53 2.24 2.32  0.74
H 3.79 4.32 1.42  0.00
H 2.93 3.73 2.84  0.00
H 3.36 5.44 2.75  0.00
H 2.03 6.85 0.87  0.00
H -0.56 6.51 -0.03  0.00
H -2.37 4.61 0.55  0.00
H -1.48 3.45 -0.44  0.00
H -1.72 3.11 1.27  0.01

## Properties
Charge   +3
Frontier orbital gap (spin up / spin down)   0.251 / 0.158 hartree
Electronic energy   -162074.0073 eV
HOMO energy (spin up / spin down)   -15.8206 / -15.8208 eV
F_max   2.8 eV/A
Spin multiplicity   2